# C8H13N4

A gas-phase ion, C8H13N4 (charge +1) (wB97M-V/def2-TZVPD, the Open Molecules 2025 dataset).

Summary:
orbital gap = 8.90 eV
total charge = +1
highest occupied orbital energy = -12.3 eV
LUMO energy = -0.1265 Ha
electronic energy = -531.293989 a.u.
molecular weight = 165.22 g mol⁻¹
structure (SMILES) = Cn1cnc2c1[N+](C)(C)CN=C2

Structure (XYZ):
```
25
Properties=species:S:1:pos:R:3:forces:R:3
C -1.9216 -0.1041 -1.9001 2.0 0.8 3.5
C -1.8319 -0.1288 0.2300 4.1 1.3 -0.1
C -0.4185 0.1370 -0.2901 -4.2 -1.2 2.9
C -2.0971 -0.0925 1.6774 0.0 1.8 -0.7
C 0.1049 0.7279 2.0123 0.8 1.3 1.0
C 0.4080 0.0236 -2.6975 -1.9 1.0 1.3
C 0.9216 -1.4263 0.9394 0.7 0.1 2.2
C 1.9327 0.7638 0.2363 0.8 1.8 -0.4
N -2.6342 -0.1048 -0.8110 -1.7 -1.3 -0.1
N -1.1732 0.4726 2.3622 -2.5 -1.8 0.6
N -0.5869 0.0394 -1.5979 0.4 -0.6 -1.8
N 0.7401 0.0232 0.6094 -2.9 -0.4 0.6
H -2.2219 -0.2171 -2.8609 -1.0 -0.1 -2.6
H -3.1057 -0.2446 2.1296 0.9 0.0 -0.5
H 0.1767 1.8346 1.9584 0.4 -0.4 -0.8
H 0.6236 0.4606 2.9848 0.9 -0.4 -1.8
H 0.9775 0.9093 -2.4288 0.8 -0.3 -1.0
H 0.9023 -0.9439 -2.6813 0.3 0.3 -0.5
H -0.3092 0.2382 -3.5103 1.5 -0.4 -0.4
H 1.7253 -1.8845 0.3995 0.5 0.1 -0.5
H 1.2190 -1.3378 2.0176 -0.2 -1.0 -0.9
H 0.0268 -2.0460 0.8048 0.1 0.7 0.2
H 2.4657 1.0979 1.2218 -0.7 -0.6 -2.1
H 2.5680 0.1341 -0.4413 -0.4 0.7 0.8
H 1.5079 1.6680 -0.3645 1.3 -1.3 1.3
```
Forces are in eV/Å.

Here are the natural (NBO) charges for atoms 1 to 8, given in e: 0.17, 0.05, 0.22, 0.12, -0.07, -0.40, -0.42, -0.43